1.
Below is an isolated molecule of C17H26N6O at a distorted geometry, with properties calculated with ωB97M-V/def2-TZVPD.

Computed properties:
Energy relative to the best compared isomer or geometry (same formula, charge and spin) = 69.3 kcal per mole
SMILES = C=CCN1CCN([C@@H](CCC)c2nnnn2Cc2ccco2)CC1

Geometry as ORCA input:
```
! RIJCOSX wB97M-V def2-TZVPD def2/J DEFGRID3
* xyz 0 1
C -5.2077 -2.8105 -1.0968
C -5.0671 -1.5241 -0.8391
C -4.2738 -0.9675 0.3010
N -3.4058 0.1073 -0.1517
C -2.7977 0.8204 0.9579
C -1.9517 1.9950 0.4480
N -0.9898 1.6469 -0.5796
C 0.3590 1.2906 -0.1812
C 1.1352 2.5344 0.2871
C 1.1778 3.6092 -0.7940
C 1.8827 4.8672 -0.3039
C 0.4519 0.2477 0.8836
N 0.1742 0.4024 2.1587
N 0.3705 -0.7743 2.7387
N 0.7559 -1.6413 1.9043
N 0.8250 -1.0486 0.7045
C 1.3030 -1.7514 -0.4598
C 2.7804 -1.5800 -0.6237
C 3.5454 -0.5069 -0.9808
C 4.8902 -0.9448 -0.9163
C 4.8393 -2.2458 -0.5233
O 3.5701 -2.6363 -0.3421
C -1.6140 0.8363 -1.6010
C -2.3710 -0.3728 -1.0450
H -5.8051 -3.1673 -1.9185
H -4.7384 -3.5651 -0.4862
H -5.5404 -0.7759 -1.4601
H -4.9675 -0.5369 1.0319
H -3.7077 -1.7728 0.8039
H -3.5931 1.2175 1.5931
H -2.1810 0.1480 1.5770
H -1.4320 2.4440 1.2926
H -2.6266 2.7373 0.0077
H 0.8513 0.9052 -1.0823
H 2.1505 2.2293 0.5527
H 0.6680 2.9301 1.1884
H 1.6963 3.2203 -1.6739
H 0.1554 3.8461 -1.0895
H 2.9054 4.6435 -0.0077
H 1.9092 5.6197 -1.0883
H 1.3624 5.2842 0.5549
H 1.0905 -2.8118 -0.3031
H 0.7632 -1.3896 -1.3398
H 3.2046 0.4696 -1.2580
H 5.7644 -0.3669 -1.1328
H 5.6068 -2.9722 -0.3457
H -0.8636 0.5199 -2.3298
H -2.3425 1.4745 -2.1127
H -2.8406 -0.9246 -1.8627
H -1.6758 -1.0611 -0.5241
*
```

2.
Below is a cluster of 3 separate species, C17H27B4F10NO8 in total at a distorted geometry, with properties calculated with ωB97M-V/def2-TZVPD.

Computed properties:
Electronic energy = -65816.2280 eV
SMILES = CC[C@@H](F)B1OB(CCC(F)=C(F)F)OB(B(O)N(C)C)O1.CCOC(=O)C(F)(F)F.CCOC(=O)C(F)(F)F

Geometry as ORCA input:
```
! RIJCOSX wB97M-V def2-TZVPD def2/J DEFGRID3
* xyz 0 1
C 3.2155 -0.9285 2.8068
C 2.6356 -2.3696 3.3305
C 1.6107 -3.1253 2.2982
F 1.0525 -4.3910 2.8800
B 0.4013 -2.1232 1.7081
O -0.9829 -2.2136 2.2848
B -1.5711 -0.8815 1.9112
C -1.9507 0.3110 2.9775
C -0.5142 0.8749 3.5822
C -0.5241 2.5179 3.8427
F -1.7329 3.3743 3.7532
C 0.8379 3.1172 4.1432
F 1.6841 2.4263 5.1839
F 1.3800 4.3065 3.4373
O -1.7534 -0.6833 0.4302
B -0.3293 -0.5700 -0.0463
B 0.0211 0.2356 -1.4690
O 0.4113 -0.6120 -2.6333
N 0.0152 1.7426 -1.6448
C 1.4893 2.1490 -1.4641
C -0.7285 2.4644 -0.5430
O 0.8182 -1.1685 0.6629
H 2.4097 -0.0919 2.6540
H 3.8144 -1.0152 1.7778
H 4.0046 -0.4773 3.5807
H 3.5813 -3.0885 3.4485
H 2.2122 -2.2483 4.4344
H 2.2200 -3.4534 1.3353
H -2.4087 1.2028 2.3310
H -2.7295 0.0137 3.7993
H 0.3731 0.6905 2.8057
H -0.2485 0.2588 4.5476
H 1.2889 -1.0326 -2.3217
H 2.0966 1.7076 -2.3633
H 1.8403 1.5674 -0.4839
H 1.6375 3.3001 -1.3143
H -0.1620 2.4085 0.4934
H -0.7143 3.6207 -0.8401
H -1.8616 2.1798 -0.4404
C -8.0589 2.0012 -0.6039
C -6.9818 1.4006 0.2816
O -5.7124 2.0222 0.0293
C -5.5110 3.2423 0.6206
O -6.3445 3.8064 1.3259
C -4.1106 3.7677 0.3116
F -3.7837 3.6518 -1.0079
F -3.1467 3.0947 1.0024
F -3.9541 5.0850 0.6250
H -7.7673 1.9421 -1.6574
H -9.0086 1.4770 -0.4676
H -8.2141 3.0603 -0.3769
H -6.8676 0.3373 0.0469
H -7.2444 1.4691 1.3438
C 4.2014 -3.6069 -6.4835
C 4.3494 -4.4907 -5.2580
O 5.0788 -3.8094 -4.2259
C 4.3666 -2.9052 -3.4816
O 3.1757 -2.6595 -3.6600
C 5.2448 -2.2901 -2.3940
F 6.4624 -1.8915 -2.8627
F 5.4963 -3.1675 -1.3810
F 4.6848 -1.1905 -1.8148
H 5.1808 -3.2575 -6.8258
H 3.7138 -4.1513 -7.2967
H 3.6072 -2.7156 -6.2605
H 4.9270 -5.3833 -5.5196
H 3.3773 -4.8345 -4.8855
*
```

3.
Below is a cluster of 3 separate species, C17H27BF9NO7S2 in total at a distorted geometry, with properties calculated with ωB97M-V/def2-TZVPD.

Computed properties:
Electronic energy = -80692.4397 eV

Geometry as ORCA input:
```
! RIJCOSX wB97M-V def2-TZVPD def2/J DEFGRID3
* xyz 0 1
C -0.3067 2.8504 5.2942
B -1.7122 2.7745 4.6245
O -2.7944 3.4254 5.1603
C -1.9733 1.7749 3.3307
S -1.4089 2.8873 2.0177
C -2.2623 2.6916 0.4989
O -0.0067 2.6494 1.8263
O -1.8508 4.1570 2.5886
N -3.4010 1.4364 3.2186
C -3.6506 0.1709 3.1587
C -2.4595 -0.6534 3.1275
C -2.4069 -1.0897 1.5638
O -2.2016 -2.2706 1.3473
O -2.5598 -0.0754 0.8091
C -1.3742 0.3530 3.6099
C 0.0982 0.0343 3.3098
C 0.4066 -0.4401 1.8838
C 1.8740 -0.3048 1.5771
F 2.5745 -1.0510 2.4756
F 2.3404 0.9489 1.6960
C 2.3828 -0.8575 0.2037
F 3.6801 -0.6236 0.1196
F 2.1881 -2.1697 0.1981
S 1.5670 -0.1908 -1.3903
F 2.8452 0.6505 -1.8000
F 2.1431 -1.4375 -2.1941
F 0.2573 -1.0110 -1.0237
F 0.9904 1.0896 -0.6440
F 0.8548 0.2914 -2.7119
H -0.0434 1.9293 5.8242
H 0.4569 3.0110 4.5268
H -0.2847 3.6758 6.0069
H -3.3190 3.8781 4.4901
H -1.9021 3.5463 -0.0824
H -3.3346 2.7820 0.6602
H -2.0015 1.7456 0.0378
H -4.1431 2.1211 3.1733
H -4.6641 -0.2043 3.0727
H -2.5167 -1.5315 3.7697
H -1.4509 0.2903 4.7039
H 0.3975 -0.7443 4.0160
H 0.7112 0.9072 3.5383
H 0.1645 -1.5001 1.7741
H -0.1941 0.0912 1.1557
C 1.9954 -4.8500 -1.9715
C 0.9905 -5.9448 -2.2377
O 0.4971 -6.5920 -1.3459
C 0.6356 -6.1912 -3.6862
H 2.1638 -4.7607 -0.9015
H 2.9372 -5.0805 -2.4734
H 1.6296 -3.9005 -2.3631
H 1.5316 -6.4541 -4.2515
H 0.2201 -5.2836 -4.1278
H -0.0907 -6.9970 -3.7550
C 2.2565 1.7427 -5.2747
C 1.9784 2.4379 -6.5856
O 2.7328 3.2606 -7.0466
C 0.6999 2.0500 -7.2919
H 3.1969 2.1020 -4.8636
H 1.4522 1.9454 -4.5671
H 2.3140 0.6630 -5.4234
H -0.1587 2.2530 -6.6494
H 0.7025 0.9804 -7.5092
H 0.6057 2.6116 -8.2178
*
```

4.
Below is a cluster of 5 separate species, C17H27BN3O14 in total at a distorted geometry, with properties calculated with ωB97M-V/def2-TZVPD.

Computed properties:
Energy relative to the best compared isomer or geometry (same formula, charge and spin) = 23.5 kcal per mole

Geometry as ORCA input:
```
! RIJCOSX wB97M-V def2-TZVPD def2/J DEFGRID3
* xyz -1 1
N -8.3713 -0.3259 3.2935
B -8.4390 -1.8166 3.1969
O -8.6159 -2.3718 1.8534
N -8.3026 -2.6686 4.3957
N -7.1645 -3.5108 4.1242
C -6.1204 -2.8373 3.9679
O -5.2069 -2.0586 4.0756
H -8.7848 0.0326 4.1523
H -7.4278 0.0376 3.1383
H -7.7050 -2.6069 1.5921
C -2.2478 0.0244 -0.4120
C -3.1026 0.8715 0.5000
C -2.9640 0.5231 1.9563
O -4.2371 0.8869 2.4819
C -5.1301 0.7940 1.4602
O -6.3111 0.8416 1.5954
O -4.4934 0.6349 0.2655
H -2.3347 0.3745 -1.4439
H -1.2121 0.0609 -0.1233
H -2.5820 -1.0171 -0.4074
H -2.9034 1.9330 0.3242
H -2.1701 1.0890 2.4438
H -2.8038 -0.5440 2.1366
C 2.9417 0.9419 -3.3285
C 2.4806 0.9337 -1.8894
C 1.9036 -0.3800 -1.4496
O 0.9766 0.0229 -0.4357
C 0.5993 1.2935 -0.7275
O -0.3057 1.8684 -0.1970
O 1.3809 1.8300 -1.7018
H 3.4196 1.8952 -3.5660
H 3.6554 0.1395 -3.5190
H 2.0951 0.8377 -4.0115
H 3.2915 1.2506 -1.2333
H 2.6555 -1.0457 -1.0410
H 1.3562 -0.9031 -2.2377
C 2.8929 6.9497 -0.6657
C 3.0507 5.5700 -1.2637
C 2.5707 4.4625 -0.3682
O 3.3938 3.3657 -0.7680
C 4.5447 3.8964 -1.2625
O 5.5238 3.2635 -1.5096
O 4.4324 5.2405 -1.4352
H 3.1875 7.7113 -1.3904
H 1.8598 7.1364 -0.3681
H 3.5434 7.0763 0.2026
H 2.5667 5.5266 -2.2447
H 1.5175 4.2295 -0.5241
H 2.7387 4.6559 0.6951
C 3.4831 -6.7109 -0.5126
C 4.2044 -5.4279 -0.8590
C 4.2171 -4.4187 0.2561
O 4.2821 -3.1810 -0.4530
C 3.7218 -3.3947 -1.6730
O 3.4403 -2.5291 -2.4432
O 3.5207 -4.7194 -1.8966
H 3.5734 -7.4274 -1.3312
H 3.8935 -7.1646 0.3911
H 2.4151 -6.5329 -0.3697
H 5.2183 -5.6479 -1.2086
H 5.0804 -4.5333 0.9109
H 3.3069 -4.4274 0.8620
*
```

5.
Below is the ion C17H27BrN3O4P2S with charge +1, with properties calculated with ωB97M-V/def2-TZVPD.

Computed properties:
Energy relative to the best compared isomer or geometry (same formula, charge and spin) = 0.0 kcal per mole
SMILES = CC(=O)N(C)CCCC[C@@H]1[C@H](Br)C(P(O)(O)=S)=[N+](c2ccccn2)[C@H]1P(C)O

Geometry as ORCA input:
```
! RIJCOSX wB97M-V def2-TZVPD def2/J DEFGRID3
* xyz 1 1
C -2.2666 1.0452 3.1229
C -2.7991 1.3199 1.7355
O -3.1699 0.3947 1.0482
N -2.8251 2.6496 1.1968
C -3.1404 3.6887 2.1828
C -1.5362 2.9664 0.5424
C -1.0508 1.8658 -0.3859
C 0.2432 2.2228 -1.1305
C 1.5165 2.1560 -0.2737
C 2.3006 0.8320 -0.2915
C 2.5447 0.1560 -1.6453
Br 2.8106 1.3780 -3.1211
C 1.4353 -0.8588 -1.7673
P 0.8930 -1.7218 -3.3216
O -0.2972 -0.7753 -3.8246
O 2.0636 -1.4508 -4.3441
S 0.4865 -3.5466 -3.0473
N 0.9467 -1.0846 -0.6002
C -0.1255 -2.0198 -0.2841
C -1.4178 -1.7332 -0.6522
C -2.3860 -2.6611 -0.2974
C -1.9995 -3.8008 0.3765
C -0.6585 -3.9737 0.6923
N 0.2813 -3.0912 0.3653
C 1.6103 -0.3031 0.5012
P 2.8691 -1.1609 1.6204
C 3.8910 -2.0664 0.4130
O 2.0560 -2.3425 2.3616
H -2.9091 0.2965 3.5822
H -1.2628 0.6239 3.0411
H -2.2287 1.9059 3.7808
H -3.0611 4.6506 1.6767
H -4.1669 3.5826 2.5225
H -2.4437 3.7213 3.0234
H -0.7695 3.2394 1.2826
H -1.7088 3.8556 -0.0680
H -1.8349 1.6872 -1.1252
H -0.8962 0.9333 0.1538
H 0.3209 1.5535 -1.9886
H 0.1446 3.2226 -1.5567
H 1.2466 2.3156 0.7731
H 2.2121 2.9517 -0.5363
H 3.2681 1.0018 0.1882
H 3.4531 -0.4454 -1.6455
H -0.5294 -0.0477 -3.2338
H 2.0129 -0.5865 -4.7792
H -1.6958 -0.8357 -1.1825
H -3.4237 -2.4919 -0.5436
H -2.7152 -4.5516 0.6773
H -0.3360 -4.8560 1.2291
H 0.8157 0.0154 1.1742
H 4.6144 -2.6144 1.0181
H 3.3344 -2.7697 -0.2110
H 4.4716 -1.3726 -0.1941
H 1.8114 -3.0697 1.7692
*
```

6.
Below is a cluster of 3 separate species, C17H27FN3O7P in total, with properties calculated with ωB97M-V/def2-TZVPD.

Computed properties:
Electronic energy = -48869.7691 eV
SMILES = CCP(CC)C1=C(CCF)C(=O)C(CCC(N)=O)=CC1=O.C[N+](=O)[O-].C[N+](=O)[O-]

Geometry as ORCA input:
```
! RIJCOSX wB97M-V def2-TZVPD def2/J DEFGRID3
* xyz 0 1
C -3.1037 2.0146 -1.6982
C -4.2154 0.9823 -1.4452
P -3.6691 -0.7770 -1.4419
C -2.7855 -0.8264 -3.0695
C -3.1040 -2.0953 -3.8920
C -2.3253 -0.7715 -0.2002
C -1.3119 -1.6574 -0.1742
C -1.1359 -2.7852 -1.1509
C -0.0677 -2.5324 -2.2171
F 1.1116 -3.2199 -1.9220
C -0.2856 -1.5946 0.9210
O 0.3089 -2.6029 1.2474
C -0.0596 -0.2620 1.5694
C 1.2666 0.1398 2.1672
C 2.0181 -0.9035 3.0150
C 3.5215 -0.7892 2.9083
N 4.0533 -0.7248 1.6054
O 4.2465 -0.8435 3.8759
C -1.1009 0.5760 1.5670
C -2.3896 0.2059 0.9367
O -3.4374 0.6548 1.3548
H -2.1444 1.7045 -1.2725
H -3.3447 2.9885 -1.2681
H -2.9363 2.1611 -2.7677
H -4.9425 1.0262 -2.2621
H -4.7445 1.1826 -0.5188
H -1.7096 -0.6716 -2.9699
H -3.1491 0.0446 -3.6213
H -3.8929 -1.8937 -4.6183
H -2.2249 -2.4375 -4.4421
H -3.4573 -2.9092 -3.2556
H -0.8194 -3.6710 -0.5912
H -2.0943 -3.0354 -1.6107
H 0.1658 -1.4705 -2.3084
H -0.4187 -2.8824 -3.1929
H 1.0632 0.9965 2.8133
H 1.8849 0.5047 1.3467
H 1.7956 -0.7730 4.0748
H 1.7646 -1.9197 2.7182
H 3.7884 0.1181 1.1069
H 5.0653 -0.7300 1.7010
H -1.0397 1.5437 2.0574
C 2.4349 3.5331 5.0916
N 1.6494 3.6460 3.8316
O 0.6018 3.0343 3.7614
O 2.1166 4.3329 2.9505
H 1.8940 2.8882 5.7731
H 3.4033 3.1168 4.8304
H 2.5482 4.5363 5.4909
C 3.3397 0.1934 -2.6118
N 2.0542 0.6836 -2.0457
O 2.0176 0.9704 -0.8665
O 1.1117 0.7542 -2.8053
H 4.0780 0.1782 -1.8199
H 3.1551 -0.8027 -3.0036
H 3.6182 0.8727 -3.4115
*
```

7.
Below is a structure of composition C17H27FN5O9P2Ru at a distorted geometry, with properties calculated with ωB97M-V/def2-TZVPD.

Computed properties:
Electronic energy = -67824.2752 eV

Geometry as ORCA input:
```
! RIJCOSX wB97M-V def2-TZVPD def2/J DEFGRID3
* xyz 1 1
Ru 0.8608 -0.1469 0.2012
O 1.1604 2.2421 0.7940
P -0.2912 2.6924 1.3284
O -0.5613 4.1111 1.3497
O -1.1996 1.8311 0.3067
O -0.4961 1.9231 2.6891
P -0.1458 0.3520 3.0201
O -1.2885 -0.4019 2.1209
O -0.3289 0.0189 4.4224
O 1.1436 0.1254 2.2606
H 1.6869 1.8190 1.5053
H -1.8821 -0.8397 2.7453
N -2.3175 -2.6754 -0.3222
C -1.3135 -2.1495 -1.2948
C -0.7105 -3.2639 -2.1320
C 0.4562 -2.7363 -2.9788
N 1.5738 -2.3330 -2.1425
C 0.0110 -1.5073 -3.7651
C -0.6602 -0.4216 -2.9252
N 0.2490 0.3087 -1.9856
C -1.8362 -1.0125 -2.1428
H -1.7323 -3.1201 0.4519
H -2.9901 -3.3199 -0.7334
H -2.8257 -1.9020 0.1062
H -0.5436 -1.7443 -0.6361
H -1.4661 -3.6648 -2.8176
H -0.3757 -4.0881 -1.4947
H 0.7218 -3.5272 -3.6907
H 2.3487 -2.0153 -2.7131
H 1.9285 -3.0869 -1.5668
H -0.7150 -1.8052 -4.5264
H 0.8652 -1.0921 -4.3088
H -1.0584 0.3155 -3.6273
H -0.1625 1.2327 -1.8688
H 1.1294 0.4597 -2.4707
H -2.5928 -1.3532 -2.8574
H -2.2961 -0.2382 -1.5204
F -4.6605 3.8858 -3.3905
C -3.8114 3.4076 -2.4721
C -2.4929 3.8157 -2.5050
C -1.6127 3.3129 -1.5568
C -2.0800 2.4167 -0.6076
C -3.4092 2.0305 -0.5697
C -4.2887 2.5283 -1.5165
H -2.1708 4.5278 -3.2526
H -0.5820 3.6469 -1.5312
H -3.7442 1.3633 0.2145
H -5.3364 2.2599 -1.5148
C 0.7876 -4.7507 3.4152
N 1.3864 -3.7464 2.5282
C 2.7056 -3.4384 2.6650
C 3.3106 -2.4862 1.9268
C 2.4574 -1.7857 1.0382
O 2.7710 -0.7615 0.3566
N 1.1579 -2.1352 0.8561
C 0.5779 -3.0978 1.6067
O -0.6117 -3.4469 1.4932
H 1.4473 -5.6126 3.4852
H -0.1629 -5.0560 2.9985
H 0.6287 -4.3260 4.4055
H 3.2329 -4.0069 3.4190
H 4.3474 -2.2214 2.0501
*
```

8.
Below is an isolated molecule of C17H27N3O3, with properties calculated with ωB97M-V/def2-TZVPD.

Computed properties:
Energy relative to the best compared isomer or geometry (same formula, charge and spin) = 0.0 kcal per mole
SMILES = CCN(CC)CCCNC(=O)c1c(O)c2c([nH]c1=O)CCCC2

Geometry as ORCA input:
```
! RIJCOSX wB97M-V def2-TZVPD def2/J DEFGRID3
* xyz 0 1
C 0.5076 -6.2462 2.6559
C 1.3624 -4.9830 2.4873
N 1.0922 -4.1611 1.3210
C 1.3513 -4.8122 0.0461
C 2.7987 -5.2680 -0.1027
C -0.2072 -3.5100 1.3295
C -0.3462 -2.5011 2.4716
C -1.5259 -1.5487 2.2510
N -1.3155 -0.6812 1.1208
C -1.0120 0.6130 1.2321
O -1.0079 1.2081 2.3233
C -0.6952 1.3200 -0.0286
C -0.4112 2.6843 0.0279
O -0.4328 3.3577 1.1632
C -0.0772 3.4105 -1.1567
C -0.0502 2.7437 -2.3420
N -0.3239 1.4142 -2.3733
C -0.6494 0.6278 -1.2833
O -0.8655 -0.5690 -1.4847
C 0.2941 3.3971 -3.6454
C 0.2026 4.9176 -3.5454
C 0.9349 5.3947 -2.2962
C 0.2219 4.8781 -1.0520
H -0.5481 -5.9969 2.7309
H 0.6460 -6.9258 1.8185
H 0.8019 -6.7616 3.5666
H 1.2375 -4.3494 3.3675
H 2.4151 -5.2696 2.4472
H 1.1464 -4.0687 -0.7300
H 0.6754 -5.6668 -0.1337
H 3.0096 -6.1469 0.5007
H 2.9928 -5.5186 -1.1429
H 3.4696 -4.4664 0.1948
H -1.0434 -4.2302 1.3697
H -0.2885 -2.9721 0.3815
H 0.5752 -1.9213 2.5402
H -0.5021 -3.0148 3.4209
H -2.4435 -2.1236 2.0888
H -1.6534 -0.9094 3.1282
H -1.2560 -1.0802 0.1845
H -0.6620 2.6844 1.8875
H -0.2941 0.9217 -3.2587
H 1.3147 3.1083 -3.9182
H -0.3710 3.0248 -4.4291
H -0.8452 5.2172 -3.4852
H 0.6331 5.3698 -4.4400
H 1.9608 5.0216 -2.3147
H 0.9730 6.4843 -2.2728
H -0.7195 5.4172 -0.9092
H 0.8234 5.0506 -0.1580
*
```